(1)
This record from the Open Molecules 2025 dataset describes a 4-piece molecular cluster, C34H37ClF24NO8PS overall in a non-equilibrium geometry. The level of theory is wB97M-V/def2-TZVPD.

Its total energy is -151577.071 eV. Its LUMO energy is -0.0749 Ha. As for the gap between HOMO and LUMO: 6.981 eV. As for the charge: 0. As for the SMILES: CC(=O)OCCCCCCc1c(S)c([PH2]=O)c(C[C@@H](C)Cl)c2c1C(=O)NC2=O.FC(F)C(F)(F)COC(F)(F)C(F)F.FC(F)C(F)(F)COC(F)(F)C(F)F.FC(F)C(F)(F)COC(F)(F)C(F)F.

Each line ends with the Mulliken charge.
Geometry (Å):
C -1.578 1.516 0.790  1.14
F -7.682 4.277 -8.352  -0.30
H -3.427 3.849 -5.379  0.21
F -2.230 2.526 -6.251  -0.26
F 1.707 5.698 -6.313  -0.29
C 0.072 -2.216 5.344  0.31
C 3.323 -6.692 4.469  -0.61
H -0.450 3.262 1.431  0.26
H -6.011 3.674 -5.502  0.35
C -3.447 3.135 -6.206  0.25
H 4.535 -4.879 2.728  0.10
N 1.024 -0.707 7.106  -0.38
H -3.034 3.086 1.308  0.34
F -5.748 4.675 -7.457  -0.27
H -2.609 -4.172 7.881  0.24
C 1.950 4.798 -4.129  0.89
C 5.068 -1.692 1.958  -0.40
H -3.502 1.993 -3.143  0.19
H 5.332 1.976 -4.130  0.24
C 4.201 -0.722 2.990  -0.10
C 1.497 4.577 -5.569  0.22
H -4.429 -3.611 7.914  0.26
H 2.811 -5.782 3.899  0.11
H 2.527 0.806 2.746  0.24
F -0.589 3.235 -0.555  -0.17
F 3.242 5.216 -4.072  -0.29
F -1.524 0.550 -0.164  -0.22
C -6.467 3.720 -8.094  0.75
F -1.363 0.872 1.981  -0.31
H -3.572 1.453 1.522  0.44
C -5.818 3.260 -9.406  0.20
C 5.679 -4.918 3.068  -0.35
H 6.690 -1.359 3.567  0.33
C -4.555 2.103 -6.019  0.92
F -5.536 4.319 -10.210  -0.25
C 3.163 1.784 -4.003  0.78
C -0.470 2.547 0.604  -0.09
H 5.538 -0.966 1.150  0.30
C -3.320 -3.124 5.861  0.12
F -2.771 4.087 -0.647  -0.26
H 2.778 -0.318 1.244  0.28
O -3.742 2.056 -0.382  -0.38
F 1.207 5.822 -3.602  -0.31
C -5.977 2.683 -5.969  -0.88
F -1.669 2.028 -2.377  -0.20
F 4.615 1.107 -5.776  -0.26
C -2.841 2.673 -2.596  0.41
C 1.997 -0.589 5.914  0.17
H 0.888 2.989 -3.455  0.33
C 4.459 2.028 -4.788  0.16
O 3.191 -0.003 6.044  -0.51
C 1.484 -1.224 3.024  0.53
F -4.501 1.138 -6.974  -0.29
H 2.722 -6.778 5.496  0.26
C 0.415 -2.105 2.087  -0.06
H 0.465 0.179 6.946  0.37
F -4.706 3.689 -1.543  -0.30
O 5.246 -6.539 6.142  -0.53
C 6.350 -2.251 2.859  -0.69
C 4.909 -6.425 4.833  0.59
H 1.551 3.989 -2.205  0.35
F 0.747 1.939 0.559  -0.20
F 4.461 3.244 -5.387  -0.21
O -0.220 -2.720 8.009  -0.50
H -4.353 -3.518 5.428  0.43
F -4.646 2.616 -9.187  -0.20
H -2.469 -5.295 2.381  0.11
H 4.093 -1.352 3.995  -0.19
H -0.594 -1.637 -0.371  0.10
C 1.242 -1.304 4.646  -0.14
F -4.340 1.459 -4.829  -0.34
C -0.810 -3.022 2.753  -0.09
C -3.001 2.095 0.841  -0.88
S 0.643 -1.979 0.225  -0.03
C 0.202 -2.003 6.964  0.16
O -1.670 -4.360 0.266  -0.63
O -6.719 2.644 -7.192  -0.42
H 4.882 0.245 3.145  0.24
F 2.182 3.585 -6.183  -0.21
C 1.772 3.586 -3.201  -0.63
C 2.715 -0.317 2.413  -0.66
C -2.099 -3.996 5.199  -0.61
H -2.968 -2.317 8.017  0.25
H -3.333 -3.242 1.691  0.10
O 2.929 2.769 -3.000  -0.42
H -1.506 -4.593 6.046  0.32
H 4.979 -3.280 4.520  0.10
H 7.285 -2.534 2.213  0.37
H -6.549 2.041 -5.288  0.47
C -0.961 -3.091 4.417  0.07
C 5.947 -3.496 3.864  -0.27
F 3.243 0.596 -3.343  -0.27
Cl -3.254 -1.301 5.460  -0.20
H -6.479 2.581 -9.953  0.24
C -3.491 3.133 -1.284  0.67
H 6.834 -3.581 4.654  0.33
C -3.346 -3.326 7.520  -0.86
O 5.978 -6.119 3.869  -0.32
H 3.172 -7.685 3.858  0.28
F 2.073 1.694 -4.802  -0.27
H 6.305 -4.942 2.063  0.29
H 0.431 4.344 -5.618  0.16
H -2.580 -4.841 4.517  0.18
F -3.566 3.822 -7.365  -0.23
P -2.091 -4.025 1.752  0.36
H 4.429 -2.550 1.479  0.18
F -2.559 3.732 -3.401  -0.30

---

(2)
This record from the Open Molecules 2025 dataset describes a 2-piece molecular cluster, C34H37ClN4O4S overall in a non-equilibrium geometry. The level of theory is wB97M-V/def2-TZVPD.

Its total energy is -73357.555 eV. Its LUMO energy is -0.0876 Ha. As for the gap between HOMO and LUMO: 2.928 eV. As for the charge: 0.

Each line ends with the Mulliken charge.
Geometry (Å):
C 5.390 -3.092 -1.021  -0.29
H -5.671 -3.621 2.218  0.29
H -5.022 -0.593 -3.989  0.42
O 2.177 -3.221 1.104  -0.65
H 3.373 5.312 3.982  0.27
N 8.326 -5.144 -0.023  0.93
H -2.781 -5.010 3.976  0.33
H -0.880 2.291 -1.006  0.26
Cl 2.189 0.280 0.857  -0.12
H -4.284 -0.611 -1.623  0.47
C -3.584 -1.229 -6.775  -1.04
H 0.554 2.180 3.417  0.36
N 2.144 6.396 2.702  0.06
H -4.615 -1.418 -7.112  0.33
H 2.678 8.005 1.433  0.34
O 9.003 -5.044 -1.074  -0.59
H -1.958 -3.419 4.060  0.30
C -3.910 1.168 -6.887  -1.03
C -3.468 -1.034 2.520  -0.43
O 2.554 -2.326 -1.211  -0.66
C -2.379 0.373 -2.012  0.09
H -2.195 -2.132 -0.971  0.57
H -2.934 -1.222 -7.667  0.32
C 0.672 3.013 2.727  -1.11
C -3.391 -2.411 2.206  -0.05
S 2.961 -2.432 0.173  1.06
C 0.099 4.125 0.639  -0.95
H 4.157 6.689 3.212  0.33
H 4.145 -0.870 1.569  0.33
C -2.492 -0.447 0.367  0.25
H -3.861 2.077 -6.282  0.30
H 1.982 4.075 4.038  0.19
H -2.740 -3.852 0.723  0.44
O 8.732 -5.798 0.964  -0.59
C 6.629 -3.725 -1.066  -0.47
C -2.515 -1.824 0.028  -0.45
H -0.366 4.122 -0.350  0.34
C 3.220 6.336 3.659  -0.97
C 0.694 5.288 1.097  -0.78
C -0.611 1.763 1.032  -0.55
C 1.439 5.293 2.306  2.09
H -2.896 0.959 1.964  0.58
C -3.131 0.154 -4.740  0.00
H 3.002 6.966 4.527  0.34
H -3.266 1.280 -7.773  0.32
C 1.908 7.715 2.161  -1.10
N -3.811 -3.383 3.126  0.29
C -1.525 0.825 -3.046  -0.73
H -4.944 1.024 -7.245  0.32
C -1.149 1.585 -0.228  -0.64
N -3.493 0.039 -6.087  0.29
C -4.020 -0.255 -3.717  -0.46
C 3.344 -0.898 0.840  -0.63
C 7.062 -4.474 0.042  0.02
H -0.696 0.971 1.767  0.84
H 0.620 6.202 0.510  0.22
C -5.091 -4.048 3.042  -1.01
H -3.347 -3.786 5.134  0.31
H -3.936 -0.741 3.462  0.44
C 6.289 -4.536 1.219  -0.49
C -3.617 -0.215 -2.390  -0.54
H -3.264 -2.029 -6.101  0.31
C 1.430 4.111 3.104  -0.79
H 1.927 8.445 2.980  0.35
C 5.051 -3.903 1.254  -0.29
C -2.924 -3.928 4.128  -1.02
H 6.664 -5.116 2.062  0.43
H 0.932 7.746 1.676  0.32
C -1.865 0.675 -4.381  -0.42
C 4.577 -3.239 0.115  -0.05
H 5.065 -2.530 -1.889  0.44
H -1.159 0.927 -5.173  0.45
H 4.455 -3.974 2.158  0.40
H -0.551 1.252 -2.790  0.50
C -2.865 -2.791 0.950  -0.51
C -1.999 0.528 -0.608  0.53
C -2.938 -0.086 1.657  -0.67
C 0.053 2.957 1.446  0.70
H -5.649 -3.920 3.983  0.32
H -4.963 -5.130 2.879  0.32
H 7.263 -3.691 -1.955  0.43

---

(3)
This record from the Open Molecules 2025 dataset describes C34H37CsN6O2S3Si as an isolated structure. The level of theory is wB97M-V/def2-TZVPD.

Its total energy is -89830.518 eV. Its LUMO energy is 0.1305 Ha. As for the gap between HOMO and LUMO: 2.902 eV. As for the charge: -2.

Each line ends with the Mulliken charge.
Geometry (Å):
C -4.522 -2.920 -2.193  -0.70
H -2.184 0.345 2.466  0.59
C -2.877 -0.488 2.407  -0.10
H 2.203 -4.221 -1.285  0.34
H 8.188 -0.907 1.847  0.41
S -5.135 1.271 -0.768  -0.30
C 7.017 0.201 0.429  -0.54
N 2.267 2.468 2.510  0.09
H 3.139 3.151 0.696  0.09
H 4.599 -5.631 2.444  0.41
C 4.864 -0.731 -0.082  -0.95
H 2.740 -1.881 3.524  0.30
C -5.840 -2.447 -2.214  -0.44
C -4.162 -0.404 2.913  -0.56
C 6.287 -1.837 1.483  0.12
S 1.794 3.268 -1.225  -1.27
C -4.645 -2.688 2.282  -0.42
H 6.443 -6.735 -1.069  0.38
N 0.446 1.076 2.374  -0.25
C 4.617 -4.763 3.106  -2.06
H 4.275 2.349 1.861  0.37
C -5.044 -1.487 2.848  -0.49
H -6.636 -3.098 -2.555  0.36
C 1.104 3.321 2.663  -0.45
N -0.059 -3.553 0.089  0.04
O -1.195 2.583 2.992  -0.79
N -2.843 0.080 -0.855  -0.09
H 6.007 -4.924 0.527  0.34
H 3.362 -2.983 4.760  0.51
C 3.121 -4.794 -1.218  -0.21
C 3.366 -5.815 -2.130  -0.72
C -3.488 -2.119 -1.757  -0.40
H 3.679 3.966 2.219  0.31
C -3.779 -0.821 -1.336  -0.41
H 1.145 3.940 3.561  0.30
H 0.851 -3.035 0.263  -0.06
C -5.101 -0.354 -1.358  0.92
C -3.408 1.187 -0.538  -0.20
H 5.597 1.093 -0.926  0.46
C 3.528 -3.754 2.737  2.66
C 5.067 -1.797 0.804  1.09
C 2.172 -4.467 2.825  -1.80
H 7.760 0.979 0.301  0.36
N -1.235 -1.890 1.233  -0.07
C 4.048 -4.459 -0.228  0.36
C 1.763 1.235 2.208  -0.08
C -2.470 -1.684 1.815  -1.19
H 2.232 -0.658 1.451  -0.46
H 0.027 -4.555 0.034  0.31
H 6.492 -2.638 2.186  0.10
Cs 0.415 0.605 -0.776  0.75
H -2.465 -2.472 -1.719  0.50
H -4.486 0.524 3.369  0.44
H 0.978 3.943 1.766  0.30
C 3.410 3.011 1.764  -0.86
H 2.036 -4.895 3.827  0.49
H -4.315 -3.934 -2.512  0.38
H -2.874 2.036 -0.129  0.39
Si 3.628 -3.031 0.964  -0.26
H 1.350 -3.775 2.633  0.23
C -1.129 -3.087 0.770  0.37
C 7.254 -0.856 1.298  -0.65
H 5.623 -4.336 3.070  0.27
H 2.101 -5.286 2.102  0.29
O 2.272 -2.326 0.543  -1.47
H 4.455 -5.123 4.131  0.51
N 2.553 0.281 1.719  0.90
H -7.165 -0.805 -1.809  0.38
C 5.815 0.265 -0.263  -0.41
H 4.754 -7.320 -2.784  0.35
C 5.246 -5.177 -0.205  -0.22
C 4.557 -6.525 -2.073  -0.43
H -5.322 -3.532 2.232  0.39
C -0.034 2.313 2.715  0.37
H 3.547 0.420 1.697  0.03
C 5.502 -6.198 -1.109  -0.72
S -2.557 -4.123 1.010  -0.42
H 4.481 -2.058 3.745  0.32
H -6.048 -1.392 3.245  0.36
C 3.531 -2.600 3.745  -1.71
H 3.921 -0.658 -0.612  0.13
C -3.356 -2.774 1.774  0.90
C -6.144 -1.165 -1.798  -0.45
H 2.630 -6.049 -2.891  0.40

---

The lowest charge belongs to which entry?
C34H37CsN6O2S3Si